(1)
C19H33BrKN8O2S | the ωB97M-V functional and the def2-TZVPD basis

Each line ends with the natural charge from an NBO analysis.
Element x y z (Å)
K1 0.786 1.045 -0.072  0.921
N1 3.411 -1.573 -0.041  -0.836
C1 3.652 -2.880 -0.668  -0.221
C2 2.961 -3.009 -2.062  -0.206
N2 1.670 -2.360 -2.095  -0.469
C3 1.671 -1.464 -3.275  -0.214
C4 2.067 -0.039 -2.852  -0.192
N3 0.884 0.799 -2.648  -0.906
C5 0.515 -3.262 -1.951  -0.220
C6 -0.154 -2.995 -0.550  -0.206
N4 -0.766 -1.693 -0.326  -0.997
H1 3.598 -0.833 -0.715  0.347
H2 3.982 -1.393 0.792  0.354
H3 3.291 -3.735 -0.067  0.182
H4 4.714 -3.104 -0.898  0.149
H5 3.003 -4.117 -2.258  0.175
H6 3.620 -2.550 -2.842  0.172
H7 0.742 -1.594 -3.810  0.211
H8 2.428 -1.829 -3.978  0.159
H9 2.778 0.357 -3.635  0.150
H10 2.613 -0.073 -1.943  0.160
H11 0.099 0.601 -3.279  0.377
H12 1.087 1.826 -2.595  0.406
H13 0.809 -4.339 -2.000  0.165
H14 -0.208 -3.156 -2.818  0.202
H15 0.632 -3.116 0.171  0.163
H16 -0.840 -3.824 -0.427  0.134
H17 -1.280 -1.716 0.537  0.332
H18 -1.621 -1.567 -1.142  0.341
N5 -0.030 5.974 -0.628  -0.715
N6 1.181 5.309 -0.473  -0.551
C7 1.056 3.837 -0.793  0.851
O1 1.938 3.262 -1.418  -0.789
O2 -0.044 3.367 -0.422  -0.829
H19 -0.785 5.325 -0.480  0.390
H20 -0.034 6.561 -1.419  0.333
H21 1.925 5.714 -1.036  0.348
C8 0.246 4.127 4.782  -0.665
C9 -0.237 2.769 5.066  0.328
C10 -0.835 2.322 6.228  -0.398
C11 -1.442 1.086 6.304  0.307
N7 -1.657 0.339 5.176  -0.479
C12 -1.158 0.800 4.035  0.207
S1 -1.759 0.353 2.565  -0.146
N8 -0.176 1.804 4.054  -0.562
C13 -1.981 0.528 7.595  -0.654
H22 0.258 4.637 5.753  0.228
H23 -0.495 4.624 4.156  0.259
H24 1.258 4.126 4.352  0.244
H25 -1.007 2.954 7.091  0.219
H26 0.141 2.090 3.116  0.428
H27 -3.106 0.538 7.643  0.242
H28 -1.554 1.038 8.421  0.209
H29 -1.679 -0.515 7.716  0.242
Br1 -4.954 -2.316 -6.085  -0.008
C14 -3.791 -2.099 -4.618  -0.137
C15 -3.513 -3.191 -3.746  -0.259
C16 -2.893 -2.984 -2.521  -0.237
C17 -2.460 -1.724 -2.172  -0.307
C18 -2.771 -0.662 -3.028  -0.238
C19 -3.341 -0.809 -4.301  -0.265
H30 -3.725 -4.193 -4.029  0.196
H31 -2.727 -3.796 -1.841  0.187
H32 -2.499 0.325 -2.707  0.184
H33 -3.495 0.075 -4.887  0.205

Summary:
**Relative energy (zero: lowest compared OMol25 entry of this formula, charge and spin)**: 29.5 kcal per mole
**E_LUMO**: 1.416 eV
**Net charge**: -1

(2)
C6H8ClN | the ωB97M-V functional and the def2-TZVPD basis

Each line ends with the natural charge from an NBO analysis.
Element x y z (Å)
C1 -1.349 0.680 1.951  -0.302
C2 -1.658 -0.606 1.579  -0.339
C3 -0.345 1.136 1.088  -0.070
C4 -0.798 -0.970 0.604  0.161
C5 0.840 0.278 -0.890  -0.413
C6 -0.630 -2.630 -0.270  -0.386
N1 -0.048 0.114 0.229  -0.357
Cl1 1.025 -3.157 -0.407  -0.018
H1 -1.891 1.245 2.645  0.218
H2 -2.296 -1.301 2.135  0.222
H3 0.147 2.047 0.928  0.202
H4 1.450 -0.649 -1.042  0.226
H5 0.056 0.391 -1.680  0.211
H6 1.525 1.142 -0.714  0.219
H7 -1.131 -2.492 -1.162  0.209
H8 -1.190 -3.004 0.508  0.218

Summary:
**SMILES**: Cn1cccc1CCl
**Relative energy (zero: lowest compared OMol25 entry of this formula, charge and spin)**: 36.3 kcal per mole
**E_LUMO**: 0.938 eV
**Net charge**: 0

(3)
C6H8O2 | the ωB97M-V functional and the def2-TZVPD basis

Each line ends with the natural charge from an NBO analysis.
Element x y z (Å)
C1 -0.497 0.783 0.337  -0.319
C2 0.878 0.567 -0.071  -0.159
C3 -1.145 -0.374 0.116  0.290
C4 0.933 -0.707 -0.524  0.528
C5 2.094 1.512 0.148  -0.620
C6 -2.540 -0.776 0.249  -0.654
O1 -0.391 -1.293 -0.465  -0.456
O2 1.917 -1.498 -0.947  -0.646
H1 -0.889 1.517 0.943  0.218
H2 2.914 0.854 0.563  0.223
H3 2.508 2.050 -0.762  0.219
H4 1.721 2.222 0.822  0.214
H5 -2.773 -1.175 1.195  0.221
H6 -3.297 0.091 0.115  0.223
H7 -2.845 -1.556 -0.454  0.231
H8 1.414 -2.217 -1.264  0.488

Summary:
**SMILES**: Cc1cc(C)c(O)o1
**Relative energy (zero: lowest compared OMol25 entry of this formula, charge and spin)**: 33.0 kcal per mole
**E_LUMO**: 0.797 eV
**Net charge**: 0

(4)
C38H40MnN4O7 | the ωB97M-V functional and the def2-TZVPD basis

Each line ends with the Löwdin spin population.
Element x y z (Å)
Mn1 0.325 -1.266 0.365  2.872
O1 4.299 0.685 4.694  0.000
C1 3.439 0.377 3.710  -0.001
C2 2.801 1.336 2.930  -0.001
C3 1.916 0.906 1.966  0.000
N1 1.639 -0.376 1.728  -0.003
C4 2.319 -1.292 2.438  0.001
C5 3.206 -0.965 3.437  0.000
C6 2.084 -2.737 2.018  0.008
O2 2.672 -3.620 2.602  0.011
O3 1.241 -2.841 1.050  0.033
C7 1.348 1.890 1.004  0.001
O4 1.998 2.745 0.482  0.000
O5 0.018 1.650 0.776  0.012
H1 4.399 1.640 4.776  0.000
H2 2.999 2.395 3.042  0.000
H3 3.712 -1.756 3.973  0.000
C8 0.728 5.639 0.201  0.000
C9 -0.094 4.917 1.273  0.000
C10 -0.204 5.759 2.544  0.000
C11 -1.430 4.511 0.691  0.000
C12 -2.500 5.392 0.793  0.000
C13 -3.716 5.109 0.202  0.000
C14 -3.885 3.920 -0.481  0.000
C15 -2.855 2.990 -0.596  0.000
C16 -3.212 1.685 -1.294  0.000
C17 -2.584 1.462 -2.674  0.000
C18 -3.004 0.479 -0.383  0.004
C19 -1.617 3.314 -0.016  0.000
N2 -0.517 2.418 -0.275  0.000
C20 0.172 2.387 -1.462  0.000
O6 0.070 3.285 -2.264  -0.001
C21 0.915 1.121 -1.853  -0.001
C22 1.815 1.248 -2.891  0.003
C23 2.318 0.103 -3.498  0.001
C24 1.807 -1.123 -3.129  0.004
C25 0.873 -1.173 -2.100  0.007
N3 0.514 -0.084 -1.401  0.001
C26 0.151 -2.484 -1.804  0.003
O7 0.476 -3.462 -2.457  -0.007
N4 -0.794 -2.332 -0.841  0.004
C27 -1.678 -3.428 -0.657  -0.003
C28 -2.049 -3.948 0.600  0.005
C29 -2.735 -5.167 0.620  -0.001
C30 -3.132 -5.826 -0.522  0.005
C31 -2.946 -5.192 -1.738  -0.001
C32 -2.263 -3.991 -1.820  0.003
C33 -2.315 -3.249 -3.151  0.001
C34 -1.835 -4.090 -4.333  0.000
C35 -3.747 -2.755 -3.388  0.000
C36 -1.986 -3.315 2.000  0.002
C37 -1.969 -1.797 2.091  0.022
C38 -1.008 -3.953 2.999  0.000
H4 1.723 5.882 0.577  0.000
H5 0.229 6.568 -0.085  0.000
H6 0.836 5.022 -0.691  0.000
H7 0.442 4.019 1.550  0.000
H8 -0.599 6.757 2.347  0.000
H9 0.789 5.893 2.974  0.000
H10 -0.840 5.279 3.289  0.000
H11 -2.377 6.319 1.335  0.000
H12 -4.535 5.812 0.280  0.000
H13 -4.845 3.691 -0.926  0.000
H14 -4.288 1.762 -1.463  0.000
H15 -1.583 1.040 -2.601  0.000
H16 -2.526 2.384 -3.251  0.000
H17 -3.187 0.741 -3.228  0.000
H18 -1.945 0.277 -0.234  0.004
H19 -3.437 -0.419 -0.829  0.000
H20 -3.475 0.648 0.586  0.000
H21 2.075 2.240 -3.231  0.000
H22 3.048 0.181 -4.292  0.000
H23 2.075 -2.051 -3.613  0.000
H24 -2.984 -5.591 1.587  0.000
H25 -3.640 -6.779 -0.461  0.000
H26 -3.358 -5.629 -2.639  0.000
H27 -1.688 -2.362 -3.097  0.000
H28 -2.505 -4.932 -4.515  0.000
H29 -0.833 -4.472 -4.150  0.000
H30 -1.820 -3.484 -5.242  0.000
H31 -4.438 -3.595 -3.480  0.000
H32 -3.801 -2.168 -4.308  0.000
H33 -4.092 -2.131 -2.560  0.000
H34 -2.983 -3.566 2.374  0.000
H35 -0.970 -1.333 2.019  0.009
H36 -2.307 -1.489 3.083  0.002
H37 -2.615 -1.343 1.345  0.001
H38 -0.107 -3.358 3.107  0.000
H39 -0.707 -4.953 2.693  0.000
H40 -1.469 -4.017 3.987  0.000

Summary:
**<S²>**: 3.7754
**Relative energy (zero: lowest compared OMol25 entry of this formula, charge and spin)**: 1.7 kcal per mole
**Multiplicity**: 4
**E_LUMO (alpha / beta)**: -0.654 / -0.727 eV
**Net charge**: 0

(5)
C54H45BN9O18 | the ωB97M-V functional and the def2-TZVPD basis

Each line ends with the Löwdin spin population.
Element x y z (Å)
O1 -0.152 -1.726 0.503  -0.001
C1 -0.270 -0.544 0.726  0.000
O2 0.438 0.212 1.469  0.000
B1 -0.012 1.645 1.416  0.000
O3 -1.229 1.645 0.605  0.000
C2 -1.511 0.349 0.306  0.000
O4 -2.388 -0.059 -0.446  0.000
O5 1.064 2.548 0.946  0.000
C3 1.274 3.453 1.861  0.000
O6 2.094 4.338 1.779  0.000
C4 0.291 3.190 3.109  0.000
O7 -0.419 1.992 2.826  0.000
O8 0.346 3.934 4.057  0.000
C5 -1.022 -2.019 5.200  0.001
C6 -1.611 -1.465 4.022  0.000
C7 -2.795 -1.989 3.498  0.002
C8 -3.377 -3.135 4.061  0.002
C9 -2.843 -3.530 5.322  0.000
C10 -1.616 -3.177 5.811  0.001
N1 -4.631 -3.713 3.507  -0.001
O9 -5.084 -4.719 4.128  0.001
O10 -5.252 -3.143 2.585  0.010
H1 -0.155 -1.497 5.576  0.000
H2 -0.947 -0.778 3.519  0.000
H3 -3.270 -1.470 2.679  0.000
H4 -3.397 -4.303 5.834  0.000
H5 -1.267 -3.539 6.766  0.000
C11 -2.300 -2.047 -3.908  -0.001
C12 -3.083 -2.921 -4.607  0.014
C13 -2.929 -4.263 -4.196  0.001
C14 -2.025 -4.773 -3.286  0.007
C15 -1.300 -3.775 -2.626  0.026
C16 -1.440 -2.486 -2.896  0.022
N2 -1.568 -6.192 -3.060  0.000
O11 -1.126 -6.661 -2.055  -0.001
O12 -1.918 -6.937 -3.956  0.002
H6 -2.552 -1.007 -4.056  0.000
H7 -3.841 -2.636 -5.322  0.001
H8 -3.639 -4.963 -4.612  0.000
H9 -0.588 -4.164 -1.914  0.000
H10 -0.910 -1.800 -2.252  0.000
C17 3.914 -0.134 1.246  0.000
C18 3.341 -1.466 1.207  0.000
C19 4.075 -2.670 1.526  0.000
C20 5.489 -2.475 1.713  0.000
C21 6.038 -1.229 1.621  0.000
C22 5.269 -0.014 1.422  0.000
N3 6.325 -3.662 1.916  0.000
O13 5.668 -4.717 2.085  0.000
O14 7.480 -3.537 2.156  0.000
H11 3.310 0.751 1.108  0.000
H12 2.294 -1.665 1.033  0.000
H13 3.585 -3.613 1.720  0.000
H14 7.102 -1.120 1.769  0.000
H15 5.792 0.931 1.381  0.000
C23 -0.231 1.780 -4.033  0.000
C24 0.109 0.849 -4.957  0.000
C25 0.832 -0.240 -4.561  0.000
C26 1.330 -0.431 -3.236  0.000
C27 0.895 0.533 -2.303  0.000
C28 0.192 1.651 -2.714  0.000
N4 2.154 -1.580 -2.808  0.000
O15 2.278 -2.520 -3.494  0.000
O16 2.658 -1.482 -1.716  0.000
H16 -0.796 2.668 -4.274  0.000
H17 -0.337 0.889 -5.939  0.000
H18 1.024 -0.952 -5.350  0.000
H19 1.317 0.571 -1.309  0.000
H20 -0.178 2.318 -1.950  0.000
C29 -2.948 -5.185 0.519  0.048
C30 -4.135 -5.843 0.400  0.089
C31 -5.344 -5.276 -0.112  0.293
C32 -5.296 -3.910 -0.579  0.026
C33 -4.054 -3.220 -0.525  0.145
C34 -2.946 -3.829 0.102  0.289
N5 -6.547 -3.212 -0.968  -0.003
O17 -6.570 -2.058 -1.109  -0.011
O18 -7.536 -3.900 -1.182  0.012
H21 -2.096 -5.636 1.006  0.000
H22 -4.254 -6.882 0.669  0.002
H23 -6.097 -6.048 -0.185  0.011
H24 -4.046 -2.153 -0.692  0.004
H25 -2.019 -3.335 0.352  0.009
N6 1.234 -6.998 -0.171  0.000
C35 0.919 -7.005 1.190  0.000
C36 0.778 -5.841 2.000  0.000
C37 1.065 -4.664 1.420  0.000
C38 1.380 -4.658 0.051  0.000
C39 1.412 -5.820 -0.766  0.000
H26 0.856 -7.978 1.654  0.000
H27 0.644 -6.012 3.058  0.000
H28 1.029 -3.751 1.995  0.000
H29 1.531 -3.652 -0.311  0.000
H30 1.694 -5.735 -1.805  0.000
N7 -0.734 7.222 -0.551  0.000
C40 -1.548 6.207 0.065  0.000
C41 -1.867 4.998 -0.395  0.000
C42 -1.355 4.696 -1.672  0.000
C43 -0.726 5.650 -2.449  0.000
C44 -0.472 6.873 -1.881  0.000
H31 -1.866 6.386 1.081  0.000
H32 -2.359 4.286 0.252  0.000
H33 -1.661 3.702 -1.962  0.000
H34 -0.534 5.429 -3.489  0.000
H35 0.050 7.624 -2.455  0.000
N8 1.153 8.756 1.544  0.000
C45 1.473 7.511 1.965  0.000
C46 2.109 7.279 3.153  0.000
C47 2.231 8.271 4.154  0.000
C48 1.832 9.553 3.778  0.000
C49 1.283 9.791 2.495  0.000
H36 1.194 6.700 1.308  0.000
H37 2.377 6.281 3.467  0.000
H38 2.713 8.097 5.105  0.000
H39 1.923 10.389 4.456  0.000
H40 0.824 10.712 2.167  0.000
N9 3.027 6.750 -2.088  0.000
C50 3.431 6.644 -3.405  0.000
C51 3.320 5.454 -4.088  0.000
C52 2.790 4.311 -3.509  0.000
C53 2.269 4.474 -2.260  0.000
C54 2.401 5.618 -1.546  0.000
H41 3.834 7.556 -3.820  0.000
H42 3.466 5.442 -5.158  0.000
H43 2.944 3.355 -3.988  0.000
H44 1.966 3.519 -1.856  0.000
H45 1.886 5.756 -0.607  0.000

Summary:
**<S²>**: 0.7704
**Multiplicity**: 2
**E_LUMO (alpha / beta)**: -2.851 / -6.526 eV
**Net charge**: 0

(6)
C29H22N5O2PPt | the ωB97M-V functional and the def2-TZVPD basis

Each line ends with the natural charge from an NBO analysis.
Element x y z (Å)
Pt1 0.298 -0.725 0.645  0.962
O1 -3.103 3.090 5.572  -0.350
N1 -3.854 2.292 5.048  0.519
O2 -5.043 2.197 5.185  -0.277
C1 -3.200 1.296 4.165  0.074
C2 -3.694 0.046 4.166  -0.128
C3 -3.056 -0.975 3.389  -0.078
C4 -3.526 -2.299 3.302  -0.035
C5 -2.862 -3.202 2.505  -0.230
C6 -1.727 -2.795 1.810  0.091
N2 -1.253 -1.553 1.886  -0.551
C7 -1.913 -0.646 2.654  0.233
C8 -1.426 0.697 2.639  0.115
N3 -0.357 0.961 1.845  -0.494
C9 0.084 2.208 1.731  0.078
C10 -0.517 3.263 2.412  -0.237
C11 -1.586 3.017 3.241  -0.055
C12 -2.069 1.699 3.380  0.007
H1 -4.576 -0.185 4.751  0.291
H2 -4.411 -2.596 3.851  0.272
H3 -3.213 -4.219 2.400  0.278
H4 -1.198 -3.488 1.167  0.220
H5 0.920 2.378 1.064  0.215
H6 -0.145 4.268 2.272  0.273
H7 -2.057 3.829 3.778  0.289
N4 3.097 -1.036 -0.676  -0.936
P1 2.616 -1.026 0.919  1.143
C13 3.574 0.326 1.731  -0.371
C14 4.342 1.196 1.044  -0.141
C15 5.012 2.231 1.768  0.089
C16 4.869 2.376 3.204  -0.077
C17 4.087 1.504 3.894  -0.213
C18 3.430 0.496 3.181  0.052
C19 3.374 -2.537 1.668  -0.366
C20 2.577 -3.657 1.918  0.017
C21 3.135 -4.899 2.423  -0.019
C22 4.485 -5.020 2.660  -0.205
C23 5.289 -3.919 2.421  0.034
C24 4.727 -2.668 1.921  -0.044
C25 2.189 -0.805 -1.728  0.390
C26 2.600 -0.810 -3.047  -0.262
C27 1.660 -0.554 -4.031  -0.049
C28 0.337 -0.302 -3.679  -0.227
C29 0.001 -0.323 -2.349  0.075
N5 0.918 -0.575 -1.382  -0.567
H8 4.035 -1.283 -0.963  0.444
H9 4.466 1.136 -0.030  0.257
H10 5.658 2.925 1.239  0.273
H11 5.390 3.187 3.699  0.290
H12 3.962 1.590 4.966  0.291
H13 2.776 -0.186 3.717  0.241
H14 1.511 -3.616 1.725  0.242
H15 2.460 -5.728 2.608  0.279
H16 4.912 -5.942 3.034  0.300
H17 6.357 -3.963 2.606  0.279
H18 5.421 -1.852 1.749  0.245
H19 3.633 -1.006 -3.303  0.258
H20 1.957 -0.549 -5.072  0.277
H21 -0.418 -0.098 -4.424  0.283
H22 -1.013 -0.145 -2.018  0.238

Summary:
**<S²>**: 6.0452
**Relative energy (zero: lowest compared OMol25 entry of this formula, charge and spin)**: 9.5 kcal per mole
**Multiplicity**: 5
**E_LUMO (alpha / beta)**: -12.268 / -15.893 eV
**Net charge**: +4

(7)
C6H13NO3 | the ωB97M-V functional and the def2-TZVPD basis

Each line ends with the natural charge from an NBO analysis.
Element x y z (Å)
C1 -2.650 -1.353 0.977  -0.633
C2 -1.358 -0.618 0.673  -0.053
N1 -1.231 0.814 0.972  -0.625
C3 -2.339 1.745 0.925  -0.410
C4 0.242 0.385 1.902  0.791
O1 0.518 0.916 2.954  -0.560
C5 -0.112 -1.064 1.504  0.150
C6 -0.341 -1.965 2.703  -0.639
O2 0.831 -1.610 0.606  -0.712
H1 -2.982 -1.199 2.012  0.210
H2 -3.447 -0.987 0.315  0.222
H3 -2.520 -2.430 0.806  0.225
H4 -1.112 -0.743 -0.392  0.195
H5 -3.143 1.518 1.643  0.184
H6 -1.968 2.747 1.173  0.218
H7 -2.751 1.756 -0.093  0.190
H8 -1.155 -1.594 3.337  0.230
H9 -0.599 -2.975 2.362  0.230
H10 0.565 -1.988 3.325  0.230
H11 1.703 -1.607 1.014  0.475
H12 -0.045 1.468 0.231  0.520
O3 1.250 1.424 0.579  -0.909
H13 1.610 0.686 0.066  0.468

Summary:
**Relative energy (zero: lowest compared OMol25 entry of this formula, charge and spin)**: 106.4 kcal per mole
**E_LUMO**: 0.590 eV
**Net charge**: 0